No. 1
DFT (ωB97M-V with the def2-TZVPD basis set) results for 3 unconnected molecules or ions with the total composition C21H38O2 at a distorted geometry.

ORCA input file:
```
! wB97M-V def2-TZVPD RIJCOSX def2/J DEFGRID3
* xyz 0 1
C 0.34 6.33 1.98
C -0.12 5.54 0.67
O 0.95 4.94 -0.08
C 1.79 4.15 0.67
O 2.50 3.38 0.08
C -1.27 4.57 1.05
C -2.60 5.18 1.26
C -3.78 4.39 1.62
C -3.60 2.95 1.76
C -2.33 2.28 1.57
C -1.18 3.13 1.19
H -0.16 7.34 1.96
H -0.14 5.80 2.85
H 1.44 6.44 2.09
H -0.57 6.32 -0.01
H 1.88 4.17 1.79
H -2.71 6.28 1.13
H -4.74 4.94 1.77
H -4.47 2.33 2.06
H -2.15 1.19 1.68
H -0.21 2.61 1.01
C -2.27 -4.35 -1.10
C -2.10 -3.42 -2.29
C -1.25 -2.19 -1.99
C -1.81 -1.26 -0.92
C -3.21 -0.70 -1.21
C -3.27 0.16 -2.46
H -2.79 -3.86 -0.27
H -2.86 -5.23 -1.38
H -1.30 -4.70 -0.73
H -3.09 -3.12 -2.67
H -1.63 -3.98 -3.10
H -1.09 -1.64 -2.92
H -0.25 -2.52 -1.67
H -1.12 -0.42 -0.80
H -1.83 -1.77 0.05
H -3.52 -0.09 -0.35
H -3.93 -1.52 -1.28
H -2.58 1.00 -2.39
H -4.28 0.55 -2.60
H -3.02 -0.42 -3.36
C 2.80 -0.58 -0.69
C 2.29 -1.62 0.30
C 3.36 -2.11 1.26
C 4.54 -2.83 0.61
C 4.17 -4.05 -0.24
C 3.51 -5.17 0.57
H 3.57 -0.99 -1.34
H 1.98 -0.23 -1.33
H 3.21 0.29 -0.17
H 1.84 -2.46 -0.25
H 1.47 -1.17 0.88
H 2.89 -2.77 2.00
H 3.75 -1.26 1.83
H 5.23 -3.15 1.40
H 5.10 -2.13 -0.01
H 5.09 -4.45 -0.69
H 3.52 -3.76 -1.07
H 4.16 -5.50 1.38
H 3.30 -6.02 -0.08
H 2.56 -4.84 1.00
*
```

Computed properties:
SMILES string: C[C@@H](OC=O)c1ccccc1.CCCCCC.CCCCCC
E_LUMO (eV): 0.712
Electronic energy (Eh): -973.39097
Energy relative to the best compared isomer or geometry (same formula, charge and spin) (kcal/mol): 25.6

=====

No. 2
DFT (ωB97M-V with the def2-TZVPD basis set) results for a molecular structure, C33H33N5O2STi.

ORCA input file:
```
! wB97M-V def2-TZVPD RIJCOSX def2/J DEFGRID3
* xyz 0 3
Ti -0.42 -1.27 0.74
O -2.20 -4.49 1.16
C -1.41 -3.70 0.63
N -1.66 -2.65 -0.16
C -3.07 -2.32 -0.32
C -3.49 -1.30 0.71
C -4.83 -1.06 0.98
C -5.18 -0.10 1.91
C -4.16 0.59 2.56
C -2.86 0.28 2.26
N -2.51 -0.66 1.37
C 0.08 -3.93 0.89
C 0.49 -5.14 1.44
C 1.84 -5.34 1.63
C 2.74 -4.32 1.31
C 2.25 -3.14 0.82
N 0.94 -2.93 0.59
H -3.71 -3.21 -0.22
H -3.23 -1.89 -1.31
H -5.59 -1.62 0.45
H -6.22 0.11 2.13
H -4.39 1.36 3.30
H -2.03 0.79 2.75
H -0.26 -5.87 1.69
H 2.19 -6.28 2.04
H 3.80 -4.45 1.46
H 2.92 -2.30 0.62
N 1.60 -0.53 3.11
C 2.00 -0.85 4.34
C 0.96 -1.55 4.94
C -0.03 -1.60 3.95
N 0.37 -0.97 2.84
H 2.17 -0.10 2.36
H 2.97 -0.57 4.71
H 0.93 -1.95 5.93
H -1.01 -2.06 4.00
C 0.80 5.61 -1.86
C 1.10 5.41 -0.52
C 0.88 4.16 0.06
C 0.37 3.09 -0.67
C 0.07 3.32 -2.02
C 0.28 4.56 -2.60
C 0.24 1.78 0.01
C -0.34 0.63 -0.38
C -1.16 0.48 -1.60
C -2.42 1.08 -1.69
C -3.25 0.87 -2.78
C -2.84 0.04 -3.82
C -1.60 -0.58 -3.74
C -0.78 -0.37 -2.65
H 0.96 6.58 -2.32
H 1.50 6.22 0.08
H 1.13 4.01 1.10
H -0.32 2.52 -2.63
H 0.04 4.70 -3.65
H 0.74 1.78 0.98
H -2.74 1.73 -0.88
H -4.22 1.35 -2.82
H -3.49 -0.13 -4.67
H -1.28 -1.24 -4.54
H 0.17 -0.89 -2.57
O 2.94 0.39 0.89
S 3.98 0.50 -0.20
C 3.17 -0.06 -1.74
C 2.56 1.16 -2.41
C 3.57 2.29 -2.20
C 3.93 2.24 -0.72
H 2.45 -0.81 -1.42
H 3.95 -0.53 -2.34
H 1.62 1.40 -1.93
H 2.37 0.97 -3.47
H 3.15 3.26 -2.46
H 4.46 2.13 -2.82
H 3.13 2.65 -0.10
H 4.87 2.72 -0.46
*
```

Computed properties:
E_LUMO (alpha / beta) (eV): 0.389 / 0.387
Electronic energy (Eh): -2949.23994
Energy relative to the best compared isomer or geometry (same formula, charge and spin) (kcal/mol): 0.0

=====

No. 3
DFT (ωB97M-V with the def2-TZVPD basis set) results for 2 unconnected molecules or ions with the total composition C7H14ClNOS at a distorted geometry.

ORCA input file:
```
! wB97M-V def2-TZVPD RIJCOSX def2/J DEFGRID3
* xyz 0 1
C -3.02 1.31 -1.00
C -2.90 -0.05 -0.71
C -4.13 -0.99 -0.57
Cl -4.74 -1.25 1.09
O -1.85 -0.84 -0.51
C -0.73 -0.10 -0.08
H -3.96 1.68 -1.26
H -2.12 2.02 -1.05
H -3.59 -1.97 -0.72
H -4.96 -0.69 -1.28
H -0.04 -0.94 0.01
H -0.37 0.95 -0.73
H -0.87 0.34 1.15
C 1.57 1.09 0.66
C 2.71 0.21 1.23
C 3.07 -0.85 0.20
N 4.36 -0.91 -0.21
S 1.93 -1.88 -0.43
H 1.97 1.71 -0.20
H 0.72 0.40 0.46
H 1.33 1.78 1.48
H 3.60 0.88 1.35
H 2.44 -0.30 2.19
H 5.05 -0.16 0.02
H 4.52 -1.43 -1.08
*
```

Computed properties:
SMILES string: C=C(CCl)OC.CCC(N)=S
E_LUMO (eV): 0.597
Electronic energy (Eh): -1263.34392
Energy relative to the best compared isomer or geometry (same formula, charge and spin) (kcal/mol): 63.8

=====

No. 4
DFT (ωB97M-V with the def2-TZVPD basis set) results for 2 unconnected molecules or ions with the total composition C5H14NO at a distorted geometry.

ORCA input file:
```
! wB97M-V def2-TZVPD RIJCOSX def2/J DEFGRID3
* xyz 1 1
C -2.29 0.81 1.47
C -0.45 2.17 0.85
N -0.87 1.02 1.24
H -2.53 0.55 2.47
H -2.61 0.01 0.84
H -2.75 1.77 1.27
H -1.08 3.03 0.71
H 0.68 2.28 0.86
H -0.25 0.29 0.83
C 0.88 -2.34 -1.28
C 0.54 -0.93 -0.87
C 1.18 0.13 -1.80
O 0.91 -0.68 0.58
H 0.59 -3.06 -0.55
H 1.96 -2.43 -1.34
H 0.40 -2.52 -2.28
H -0.59 -0.84 -0.84
H 0.66 0.02 -2.79
H 2.27 -0.11 -1.93
H 1.06 1.20 -1.48
H 1.84 -0.96 0.70
*
```

Computed properties:
E_LUMO (eV): -4.882
Electronic energy (Eh): -328.60162
Energy relative to the best compared isomer or geometry (same formula, charge and spin) (kcal/mol): 53.1